Below is C56H55AlN6O2S2 as an isolated structure, with properties calculated with wB97M-V/def2-TZVPD.

```
122
Properties=species:S:1:pos:R:3:forces:R:3:mulliken_charge:R:1
Al -0.043 0.203 -0.883 0.407 0.679 0.067 -1.50
C -4.133 -0.783 -0.201 0.043 0.012 -0.071 -1.39
C -3.650 -1.476 -1.476 0.193 0.222 0.059 0.46
C -3.221 -0.476 -2.558 -0.215 -0.173 0.095 -1.89
C -2.590 -2.564 -1.290 0.083 0.088 0.033 0.65
C -2.913 -3.765 -1.924 0.053 -0.058 0.073 -1.19
C -2.110 -4.886 -1.850 -0.064 -0.009 -0.026 -1.46
C -0.932 -4.811 -1.136 0.011 -0.108 0.004 -0.56
C -0.552 -3.641 -0.495 0.008 0.162 0.007 1.40
C 0.762 -3.661 0.271 0.003 -0.054 0.039 2.45
C 0.588 -4.302 1.655 0.003 0.094 -0.041 -1.22
C 1.878 -4.413 -0.473 -0.046 0.135 -0.020 -1.94
C -1.377 -2.492 -0.557 -0.047 -0.268 0.068 -0.69
N -0.938 -1.334 0.194 -0.154 -0.102 0.003 1.66
C -1.107 -1.468 1.539 -0.070 0.188 -0.312 0.25
C -0.354 -0.748 2.571 0.130 -0.023 0.339 -0.13
N 0.684 -0.011 2.379 0.022 -0.062 -0.392 1.50
C 1.365 0.656 3.403 0.187 0.084 0.397 -0.91
C 0.856 1.874 3.923 -0.010 -0.081 -0.192 0.13
C 1.586 2.576 4.876 0.017 -0.006 0.059 -0.31
C 2.809 2.126 5.336 -0.039 -0.004 0.021 -1.57
C 3.291 0.923 4.852 0.022 0.071 0.008 -1.05
C 2.603 0.166 3.910 -0.094 -0.035 -0.140 1.12
C 3.225 -1.192 3.593 -0.195 -0.109 -0.109 0.54
C 3.493 -1.475 2.117 -0.016 0.071 0.045 -0.90
C 2.420 -2.331 4.232 0.059 0.113 0.013 -1.30
C -0.477 2.463 3.484 0.091 0.088 0.208 2.91
C -0.290 3.863 2.888 0.018 -0.125 -0.038 -1.32
C -1.482 2.509 4.642 0.056 -0.020 -0.006 -1.58
C -0.907 -1.168 3.899 -0.018 -0.055 0.053 0.29
C -0.587 -0.871 5.199 0.018 0.002 -0.071 0.15
C -1.292 -1.529 6.236 -0.033 -0.012 0.019 -1.12
C -2.265 -2.461 5.981 -0.016 -0.019 0.076 -1.14
C -2.590 -2.812 4.647 0.130 0.155 -0.147 1.12
C -3.529 -3.787 4.227 -0.044 -0.050 -0.033 -1.15
C -3.678 -4.023 2.884 -0.112 -0.113 0.083 -1.28
C -2.949 -3.344 1.882 0.247 0.197 -0.042 0.16
C -2.034 -2.365 2.241 -0.332 -0.074 0.108 0.53
C -1.892 -2.137 3.645 -0.023 0.010 -0.057 -0.99
H -5.040 -0.212 -0.425 0.038 -0.018 -0.004 0.57
H -3.399 -0.084 0.186 0.176 0.084 0.090 -0.05
H -4.370 -1.507 0.580 -0.021 0.011 -0.005 0.27
H -4.524 -2.000 -1.871 -0.002 -0.077 -0.012 0.60
H -2.244 -0.066 -2.350 0.273 0.228 0.041 0.68
H -3.920 0.362 -2.623 -0.016 -0.037 -0.008 0.45
H -3.159 -0.969 -3.530 0.015 0.014 0.006 0.36
H -3.847 -3.819 -2.472 0.026 0.017 -0.011 0.31
H -2.404 -5.806 -2.342 0.023 0.018 -0.013 0.32
H -0.286 -5.681 -1.079 -0.010 0.048 0.010 0.34
H 1.081 -2.628 0.405 0.014 0.069 -0.001 -1.32
H 0.264 -5.343 1.547 0.006 0.009 -0.010 0.41
H -0.157 -3.781 2.253 0.096 -0.084 0.047 0.02
H 1.537 -4.289 2.196 0.026 -0.038 -0.009 0.35
H 1.829 -5.489 -0.274 -0.011 0.036 -0.040 0.49
H 2.852 -4.054 -0.133 -0.015 -0.042 0.017 0.25
H 1.814 -4.257 -1.548 0.048 0.056 -0.096 0.44
H 1.182 3.502 5.271 -0.013 0.001 -0.060 0.38
H 3.376 2.703 6.057 -0.018 -0.034 0.013 0.33
H 4.242 0.549 5.218 -0.029 -0.016 -0.013 0.33
H 4.203 -1.183 4.084 -0.005 0.027 0.080 0.61
H 2.578 -1.441 1.534 -0.115 0.037 -0.123 -0.40
H 3.950 -2.464 2.000 -0.013 0.046 0.025 0.48
H 4.169 -0.729 1.702 0.004 0.031 -0.105 0.30
H 1.463 -2.458 3.728 -0.005 -0.031 0.025 -0.04
H 2.224 -2.132 5.290 -0.010 -0.014 -0.055 0.30
H 2.975 -3.271 4.158 -0.030 -0.009 -0.035 0.57
H -0.889 1.835 2.700 0.026 0.002 0.164 -1.73
H 0.249 4.522 3.573 -0.021 0.008 0.032 0.33
H -1.257 4.324 2.673 0.125 -0.026 0.019 0.31
H 0.274 3.797 1.957 -0.020 0.054 -0.008 0.35
H -1.140 3.183 5.435 -0.040 -0.004 -0.018 0.34
H -1.633 1.521 5.077 -0.027 0.029 0.009 0.33
H -2.451 2.873 4.286 0.056 0.014 0.013 0.23
H 0.187 -0.158 5.447 -0.041 -0.012 0.027 0.66
H -1.048 -1.284 7.263 0.004 0.003 0.009 0.45
H -2.783 -2.943 6.804 0.005 -0.006 -0.027 0.35
H -4.108 -4.345 4.955 0.021 0.017 -0.003 0.35
H -4.387 -4.780 2.564 0.021 0.022 -0.011 0.44
H -3.112 -3.621 0.853 -0.014 -0.032 -0.044 0.46
S -1.251 1.718 0.355 -0.088 -0.128 -0.442 -0.17
C -1.442 2.970 -0.887 -0.196 -0.207 0.330 0.28
N -2.129 4.072 -0.665 0.151 0.079 -0.142 -1.01
N -2.736 4.144 0.559 -0.060 -0.005 -0.076 0.46
C -3.181 5.328 1.061 -0.019 0.003 -0.135 0.35
C -2.992 6.541 0.373 -0.002 -0.062 -0.019 -0.63
C -3.424 7.730 0.934 -0.033 -0.069 0.086 -0.42
C -4.062 7.758 2.172 0.033 0.071 -0.022 -0.50
C -4.279 6.555 2.837 -0.011 -0.037 0.009 -0.57
C -3.856 5.355 2.295 0.072 0.043 0.012 -0.01
N -0.896 2.821 -2.101 0.174 0.201 -0.437 -1.34
N -0.331 1.650 -2.382 -0.341 -0.221 0.504 2.03
C 0.408 1.702 -3.580 0.040 0.125 -0.141 -0.07
C 1.134 2.854 -3.933 -0.074 -0.191 0.160 -0.50
C 1.901 2.888 -5.085 -0.041 -0.063 0.037 -0.60
C 1.971 1.776 -5.920 0.022 0.078 -0.018 -0.52
C 1.229 0.649 -5.600 -0.009 -0.071 -0.017 -0.50
C 0.443 0.612 -4.457 -0.130 0.128 0.003 -0.06
H -2.636 3.343 1.169 -0.120 -0.041 0.086 0.21
H -2.493 6.503 -0.584 0.017 0.050 0.023 0.41
H -3.249 8.659 0.403 0.002 -0.009 -0.028 0.34
H -4.369 8.697 2.616 -0.041 -0.026 -0.035 0.35
H -4.792 6.555 3.793 0.042 -0.026 -0.010 0.33
H -4.031 4.421 2.819 -0.001 0.020 0.005 0.30
H 1.091 3.700 -3.262 0.003 0.043 -0.004 0.41
H 2.461 3.785 -5.323 0.012 -0.017 0.003 0.35
H 2.593 1.792 -6.809 -0.031 0.004 0.032 0.35
H 1.261 -0.222 -6.246 -0.033 0.020 0.041 0.37
H -0.169 -0.254 -4.249 0.075 -0.013 0.008 0.19
O 1.014 -2.502 -3.565 0.096 -0.039 0.139 -0.83
C 1.290 -1.652 -2.729 0.028 0.147 -0.063 -0.03
O 0.383 -0.984 -2.095 -0.216 -0.737 -0.330 1.08
C 2.724 -1.294 -2.435 0.138 -0.004 0.060 -0.13
C 3.680 -2.064 -3.108 -0.047 0.000 0.021 -0.60
C 5.035 -1.846 -2.973 -0.015 -0.003 0.006 -0.81
C 5.461 -0.803 -2.152 0.013 0.026 0.004 -0.61
C 4.538 -0.028 -1.485 -0.114 -0.052 0.022 -1.24
C 3.146 -0.252 -1.582 0.103 -0.092 -0.069 1.23
S 2.185 0.825 -0.585 -0.197 -0.137 0.299 -0.48
H 3.306 -2.848 -3.754 -0.020 0.012 0.020 0.41
H 5.749 -2.471 -3.496 -0.004 0.020 -0.013 0.38
H 6.520 -0.594 -2.034 -0.023 -0.001 0.002 0.38
H 4.862 0.784 -0.844 0.039 -0.028 -0.011 0.48
```
Forces are in eV/Å.

Net charge: -2
Orbital gap (alpha / beta), eV: 5.74 / 5.22
2S+1: 1
HOMO (alpha / beta), eV: -1.674 / -1.102
Total energy, Ha: -3685.0541


Below is a 16-piece molecular cluster, C32H48N16 overall in a non-equilibrium geometry, with properties calculated with wB97M-V/def2-TZVPD.

```
96
Properties=species:S:1:pos:R:3:forces:R:3:mulliken_charge:R:1
C -5.348 3.402 -3.057 1.897 -0.527 0.815 -0.51
C -5.199 4.409 -1.938 0.821 0.990 -0.407 0.37
N -4.930 5.222 -1.146 -0.730 -1.656 -1.273 -0.46
H -5.473 2.452 -2.527 0.209 -0.031 -0.219 0.06
H -4.372 3.286 -3.702 -1.983 0.574 1.369 0.20
H -6.236 3.496 -3.654 -0.219 0.657 -0.286 0.34
C -0.136 -5.491 -1.726 0.400 0.590 1.653 -0.44
C -0.899 -4.390 -2.298 0.212 1.306 -0.428 0.37
N -1.388 -3.427 -2.715 0.209 -0.946 0.389 -0.49
H 0.914 -5.507 -2.064 -0.606 -0.004 -0.239 0.27
H -0.664 -6.412 -1.911 0.118 -0.416 0.026 0.32
H -0.068 -5.300 -0.605 -0.312 -0.421 -1.281 -0.02
C 4.420 -1.642 0.482 -0.266 1.655 -1.661 -0.29
C 3.896 -2.754 -0.277 -0.656 -1.077 -0.900 0.41
N 3.474 -3.616 -0.926 0.313 0.808 0.703 -0.52
H 3.643 -1.145 1.078 0.356 -0.256 0.092 0.05
H 4.783 -0.890 -0.281 -0.439 -0.596 0.734 -0.04
H 5.298 -1.927 0.999 0.637 -0.324 0.960 0.44
C 1.882 -4.381 2.118 -0.531 -0.852 -0.861 -0.28
C 1.545 -3.555 3.251 -0.770 0.451 0.670 0.37
N 1.163 -2.873 4.098 0.297 -0.235 -0.304 -0.50
H 2.860 -4.109 1.741 0.153 -0.165 -0.082 0.23
H 1.126 -4.208 1.315 0.612 -0.041 0.590 -0.20
H 1.829 -5.469 2.352 0.155 0.855 0.018 0.37
C 4.070 2.517 -0.999 0.111 -0.521 0.663 -1.01
C 2.866 1.674 -0.735 2.316 1.632 -0.106 -0.04
N 1.900 1.139 -0.463 -1.319 -1.023 0.041 -0.05
H 3.810 3.556 -0.828 -0.269 0.122 -0.288 0.43
H 4.415 2.347 -2.010 -0.113 0.081 -0.325 0.23
H 4.945 2.327 -0.339 -0.864 -0.446 -0.203 0.44
C 1.668 -1.035 -3.162 0.038 1.434 1.196 0.32
C 2.939 -0.386 -3.499 -1.911 -1.212 -0.016 0.28
N 3.925 0.005 -3.898 1.813 0.924 -0.359 -0.39
H 1.081 -0.289 -2.572 0.099 -0.505 -0.820 -0.47
H 1.889 -1.773 -2.403 -0.023 -0.726 -0.204 -0.19
H 1.156 -1.407 -4.050 0.053 -0.004 0.314 0.42
C -7.787 -2.881 1.989 1.257 -1.182 -1.544 -0.84
C -6.709 -3.514 1.144 -1.708 1.614 1.349 0.39
N -5.919 -3.905 0.423 0.885 -0.531 -0.609 -0.43
H -7.536 -2.873 3.000 0.778 -0.030 1.641 0.28
H -8.642 -3.496 1.896 -1.096 -0.504 -0.238 0.33
H -8.001 -1.879 1.706 -0.026 0.737 -0.560 0.28
C 0.706 2.404 4.057 3.091 -1.213 0.812 -0.61
C 1.676 1.607 3.211 -0.909 0.837 -0.417 0.41
N 2.383 0.988 2.544 -0.233 0.171 0.566 -0.44
H 0.693 1.736 4.959 -0.414 1.314 -0.299 0.26
H -0.237 2.550 3.644 -1.686 -0.354 -1.012 0.04
H 1.082 3.436 4.203 0.147 -0.827 0.394 0.31
C -4.107 -1.059 -0.996 0.131 1.096 -0.008 -0.51
C -3.707 0.272 -1.523 2.922 2.953 -0.409 0.29
N -3.138 1.268 -1.848 -2.678 -3.749 1.041 -0.40
H -4.959 -1.386 -1.544 -0.959 -0.321 -0.047 0.45
H -4.253 -1.051 0.092 -0.196 0.233 -0.433 0.07
H -3.341 -1.770 -1.227 0.740 -0.335 -0.182 0.12
C -0.345 -1.223 0.963 1.790 1.209 -1.591 0.53
C -1.442 -0.262 1.119 2.318 -1.853 0.245 0.06
N -2.195 0.560 1.312 -1.584 1.087 0.311 -0.49
H 0.592 -0.869 1.477 -1.119 0.001 -0.161 -0.13
H -0.028 -1.178 -0.135 -0.615 -0.461 1.359 -0.20
H -0.537 -2.222 1.309 -0.462 -0.379 -0.062 -0.15
C -2.684 -2.989 3.317 0.175 -0.251 -0.728 -0.49
C -2.005 -4.089 2.650 1.684 -1.427 -0.186 0.29
N -1.282 -4.884 2.205 -1.367 1.135 0.375 -0.48
H -3.419 -3.309 4.016 -0.461 -0.509 0.655 0.44
H -3.220 -2.453 2.557 -0.161 0.710 -0.261 -0.05
H -1.927 -2.401 3.814 0.122 0.361 0.070 0.29
C 7.324 0.232 -4.071 0.045 0.093 -0.162 -0.83
C 7.196 0.570 -2.638 -0.141 0.260 0.772 0.46
N 7.042 0.890 -1.531 0.197 -0.525 -1.552 -0.49
H 7.262 1.160 -4.654 -0.163 -0.209 0.232 0.26
H 6.520 -0.448 -4.376 0.112 0.275 0.214 0.27
H 8.288 -0.214 -4.347 -0.171 0.071 0.535 0.35
C -4.115 1.381 4.896 -0.539 -1.078 -0.206 -0.99
C -4.845 0.361 4.191 -0.760 -0.224 -0.520 0.50
N -5.446 -0.467 3.670 0.094 -0.060 -0.047 -0.41
H -3.113 1.157 4.768 2.257 -0.533 0.008 0.24
H -4.362 1.312 5.917 -0.277 0.206 1.325 0.38
H -4.207 2.346 4.517 -0.734 1.652 -0.656 0.29
C -3.316 3.434 1.555 -0.169 -1.720 0.757 0.18
C -2.754 4.242 2.610 0.841 0.259 0.810 0.23
N -2.209 4.854 3.423 -0.412 -0.353 -0.310 -0.53
H -2.733 2.475 1.396 -0.704 1.358 0.258 -0.09
H -3.322 4.020 0.686 -0.091 0.694 -1.446 0.21
H -4.358 3.164 1.793 0.373 0.092 -0.090 0.26
C 7.058 4.335 -2.272 -1.026 0.763 -1.412 -0.58
C 8.011 3.654 -3.142 0.985 -0.303 -1.647 0.35
N 8.765 3.197 -3.900 -1.174 0.592 1.327 -0.45
H 6.053 4.525 -2.789 1.612 -0.094 0.385 0.23
H 7.504 5.270 -1.921 -0.258 -0.179 -0.010 0.34
H 6.824 3.688 -1.478 -0.107 -0.746 1.330 0.13
C -0.316 2.449 -2.559 -0.934 -1.407 0.745 -0.23
C 0.791 3.177 -3.045 0.787 1.055 -0.429 0.21
N 1.708 3.770 -3.392 0.289 0.097 -0.107 -0.49
H -1.264 2.563 -3.078 0.009 0.743 0.224 0.34
H -0.377 2.515 -1.464 -0.331 0.272 -0.386 0.20
H -0.107 1.411 -2.746 0.215 -0.681 0.014 -0.03
```
Forces are in eV/Å.

Net charge: 0
Orbital gap, eV: 11.62
2S+1: 1
HOMO, eV: -11.330
Total energy, Ha: -2124.0588


Below is C4H5F in the gas phase in a non-equilibrium geometry, with properties calculated with wB97M-V/def2-TZVPD.

```
10
Properties=species:S:1:pos:R:3:forces:R:3:nbo_charge:R:1
C 2.402 -0.049 0.087 1.671 0.699 1.143 -0.28
C 1.264 0.234 -0.117 -5.297 0.238 -2.187 -0.05
C -1.257 -0.532 0.227 0.097 1.308 1.411 -0.67
C -0.374 0.510 -0.502 2.308 -0.786 1.370 0.21
F -0.559 1.762 0.086 -0.403 -0.355 -0.772 -0.36
H 3.372 0.098 0.537 -0.260 -0.596 -0.508 0.24
H -1.227 -0.283 1.392 -0.883 -0.288 -2.632 0.24
H -0.766 -1.449 0.210 1.326 -1.686 -0.157 0.23
H -2.197 -0.817 -0.317 0.355 1.182 1.025 0.23
H -0.656 0.526 -1.603 1.086 0.283 1.305 0.20
```
Forces are in eV/Å.

Structure (SMILES): C#C[C@@H](C)F
Net charge: 0
Orbital gap, eV: 11.58
2S+1: 1
HOMO, eV: -10.554
Total energy, Ha: -255.1527


These records have ΔE to the lowest compared entry with this formula, charge and spin values of 4.5 27.9 49.8 kcal/mol, in the order they appear.